{
  "formula": "C4H11NO",
  "method": "ωB97M-V/def2-TZVPD",
  "symbols": ["C", "C", "H", "H", "H", "H", "H", "H", "C", "C", "O", "N", "H", "H", "H", "H", "H"],
  "positions_angstrom": [[2.2390, -0.9841, -0.4624], [2.0589, -1.2011, -1.9421], [2.1559, -1.8986, 0.1279], [3.1668, -0.5046, -0.1814], [1.4268, -0.3402, -0.1103], [2.9580, -1.5369, -2.4558], [1.7555, -0.3266, -2.5272], [1.2389, -1.8712, -2.2221], [-1.4617, 0.7965, -0.7103], [-1.2949, 0.7325, 0.7822], [-1.8418, 1.4737, 1.5667], [-0.4122, -0.2324, 1.2394], [-2.4880, 1.0499, -0.9578], [-1.1542, -0.1135, -1.2241], [-0.5920, -0.3274, 2.2296], [-0.1928, -1.0443, 0.6913], [-0.8043, 1.5410, -1.1657]],
  "mol_weight_g_mol": 89.1,
  "smiles": "CC(N)=O.CC"
}

{
  "formula": "C22H25N3O4S2",
  "method": "ωB97M-V/def2-TZVPD",
  "symbols": ["C", "H", "H", "H", "C", "N", "S", "O", "O", "C", "C", "C", "C", "C", "C", "H", "H", "H", "C", "N", "N", "C", "S", "C", "C", "C", "C", "O", "C", "C", "C", "C", "C", "C", "H", "H", "H", "H", "H", "H", "H", "H", "H", "H", "H", "O", "H", "C", "C", "H", "H", "H", "H", "H", "H", "H"],
  "positions_angstrom": [[-2.5361, -2.3317, -0.6058], [-2.2771, -2.9122, 0.2761], [-1.8709, -1.4739, -0.6650], [-2.3951, -2.9542, -1.4859], [-3.9876, -1.8654, -0.5292], [-4.2071, -0.9420, 0.5550], [-4.7519, 0.5600, 0.1388], [-5.7196, 0.4839, -0.9215], [-5.1090, 1.2551, 1.3385], [-3.2793, 1.3319, -0.5575], [-2.0685, 1.2003, 0.0847], [-0.9458, 1.8367, -0.4462], [-1.0620, 2.6006, -1.6080], [-2.2868, 2.7172, -2.2393], [-3.4015, 2.0801, -1.7146], [-4.3698, 2.1470, -2.1845], [-2.3745, 3.3055, -3.1397], [-0.1891, 3.0952, -2.0065], [0.3292, 1.6863, 0.2131], [0.6165, 0.8853, 1.1924], [1.9127, 1.0545, 1.4931], [2.3664, 1.9612, 0.6779], [3.9572, 2.6004, 0.5678], [4.7894, 1.6115, 1.8627], [4.8272, 0.1287, 1.5342], [5.5808, -0.1802, 0.2312], [4.9224, -1.3675, -0.4423], [5.4318, -2.4601, -0.4893], [3.5531, -1.1039, -0.9692], [2.5378, -2.0047, -0.6574], [1.2469, -1.7862, -1.1003], [0.9620, -0.6828, -1.8878], [1.9734, 0.2001, -2.2297], [3.2607, 0.0011, -1.7636], [4.0401, 0.6933, -2.0465], [1.7574, 1.0528, -2.8572], [-0.0446, -0.5122, -2.2423], [0.4632, -2.4794, -0.8364], [2.7740, -2.8663, -0.0514], [6.6278, -0.4097, 0.4304], [5.5285, 0.6847, -0.4317], [3.7967, -0.2267, 1.4702], [5.3015, -0.3920, 2.3675], [5.7893, 2.0401, 1.9231], [4.2511, 1.7887, 2.7919], [1.4178, 2.4121, -0.1659], [-1.9790, 0.6191, 0.9865], [-4.3973, -1.4237, 1.9074], [-3.2113, -1.0974, 2.8104], [-3.1327, -0.0206, 2.9333], [-2.2829, -1.4782, 2.3920], [-3.3637, -1.5454, 3.7892], [-4.5628, -2.5039, 1.8681], [-5.2933, -0.9475, 2.3133], [-4.2621, -1.3336, -1.4426], [-4.6535, -2.7320, -0.4312]],
  "mol_weight_g_mol": 459.6,
  "smiles": "CCN(CC)S(=O)(=O)c1cccc(-c2nnc(SCCCC(=O)c3ccccc3)o2)c1"
}

{
  "formula": "C29H84N4O17",
  "method": "ωB97M-V/def2-TZVPD",
  "symbols": ["C", "O", "H", "H", "H", "H", "C", "C", "C", "O", "C", "N", "H", "H", "H", "H", "H", "H", "H", "H", "H", "H", "H", "C", "C", "C", "O", "C", "N", "H", "H", "H", "H", "H", "H", "H", "H", "H", "H", "H", "C", "C", "C", "O", "C", "N", "H", "H", "H", "H", "H", "H", "H", "H", "H", "H", "H", "C", "C", "C", "O", "C", "N", "H", "H", "H", "H", "H", "H", "H", "H", "H", "H", "H", "C", "C", "O", "O", "H", "H", "H", "H", "H", "H", "C", "C", "O", "O", "H", "H", "H", "H", "H", "H", "C", "C", "O", "O", "H", "H", "H", "H", "H", "H", "C", "C", "O", "O", "H", "H", "H", "H", "H", "H", "C", "C", "O", "O", "H", "H", "H", "H", "H", "H", "C", "C", "O", "O", "H", "H", "H", "H", "H", "H"],
  "positions_angstrom": [[-1.5792, -0.8844, -0.1024], [-0.8324, -0.7126, -1.2745], [-2.5248, -1.3348, -0.4041], [-0.9657, -1.6042, 0.4394], [-1.5714, 0.0102, 0.5203], [0.0658, -0.4360, -1.0787], [2.6267, 3.5100, -6.6477], [3.3195, 4.8761, -6.2662], [4.7385, 5.1635, -6.8410], [5.2610, 6.3691, -6.3862], [6.5592, 6.5388, -6.8724], [2.3797, 5.8894, -6.5523], [3.2649, 2.6550, -6.4247], [2.3243, 3.4318, -7.6920], [1.7174, 3.3548, -6.0672], [3.5106, 4.8831, -5.1931], [4.6198, 5.2265, -7.9226], [5.4092, 4.3261, -6.6486], [7.2217, 5.8426, -6.3581], [6.8303, 7.5501, -6.5691], [6.5671, 6.5251, -7.9623], [2.7942, 6.7715, -6.2876], [1.5987, 5.8446, -5.9134], [-1.5276, 8.9557, -0.8835], [-1.7633, 7.4419, -0.6347], [-2.7444, 7.1278, 0.5894], [-2.1582, 7.7307, 1.7556], [-3.0111, 7.6753, 2.8957], [-2.2913, 6.8718, -1.8031], [-2.4218, 9.5475, -1.0790], [-0.9369, 9.0715, -1.7922], [-1.0555, 9.3930, -0.0038], [-0.8498, 6.9282, -0.3350], [-2.8459, 6.0640, 0.8038], [-3.6990, 7.6402, 0.4702], [-3.2284, 6.6855, 3.2972], [-3.9852, 8.1099, 2.6713], [-2.6240, 8.3399, 3.6682], [-2.4177, 5.8697, -1.8108], [-3.2653, 7.1374, -1.8321], [-0.1136, -11.4568, -4.2294], [0.0309, -10.0698, -3.5840], [1.3268, -10.0059, -2.7471], [1.7080, -8.7722, -2.1375], [1.1161, -8.5869, -0.8580], [-0.0458, -9.0877, -4.6658], [0.0154, -12.3159, -3.5710], [0.5856, -11.5624, -5.0589], [-1.0761, -11.6202, -4.7142], [-0.7593, -9.9192, -2.8485], [2.1664, -10.2122, -3.4110], [1.3165, -10.8348, -2.0394], [0.0267, -8.5943, -0.8936], [1.4479, -7.5933, -0.5568], [1.3941, -9.2447, -0.0345], [0.2023, -8.1956, -4.2624], [0.7036, -9.2431, -5.3248], [4.2816, 3.2335, 9.3493], [3.7792, 1.8361, 9.5211], [3.2363, 1.3436, 8.1882], [2.0125, 2.0269, 7.9789], [1.5132, 1.8152, 6.6715], [4.8123, 1.0060, 10.0529], [5.1470, 3.3074, 8.6906], [4.6377, 3.4977, 10.3451], [3.5621, 4.0076, 9.0824], [2.9767, 1.8862, 10.2571], [3.1009, 0.2622, 8.2090], [4.0231, 1.4301, 7.4389], [1.4397, 0.7507, 6.4489], [2.1113, 2.3280, 5.9182], [0.5168, 2.2345, 6.5318], [5.7483, 1.3418, 9.8760], [4.8481, 1.1830, 11.0467], [5.6767, 0.5404, -0.6408], [6.2495, 0.4004, -2.0499], [6.7975, -0.9398, -2.2062], [4.4867, -0.1229, -0.4525], [5.5142, 1.6172, -0.5943], [6.4100, 0.3288, 0.1374], [7.0844, 1.1012, -2.0525], [5.5590, 0.6569, -2.8534], [6.1178, -1.5408, -2.5197], [4.4870, -0.3923, 0.4689], [-7.1438, 1.3024, 3.8485], [-8.1703, 2.4220, 3.8822], [-9.4555, 1.9406, 4.1819], [-6.6188, 1.0491, 5.1432], [-6.2379, 1.5658, 3.3025], [-7.5631, 0.3364, 3.5671], [-8.3125, 2.9035, 2.9147], [-7.8784, 3.2128, 4.5732], [-9.9581, 2.6042, 4.6600], [-6.3841, 0.1204, 5.0798], [-4.4830, -5.4468, 5.4084], [-3.1892, -5.0445, 4.5855], [-2.1529, -4.5092, 5.3826], [-5.3018, -4.3363, 5.7109], [-4.2290, -5.8902, 6.3712], [-4.9820, -6.2861, 4.9240], [-3.4849, -4.3615, 3.7891], [-2.8452, -5.9854, 4.1560], [-2.1322, -4.8554, 6.2777], [-5.9703, -4.5135, 6.3768], [5.1438, -3.7709, 4.4426], [6.5950, -3.3382, 4.1126], [6.7947, -3.7748, 2.7563], [4.1793, -2.8884, 3.9627], [5.0189, -3.9081, 5.5167], [4.9887, -4.7579, 4.0069], [7.3464, -3.7201, 4.8037], [6.6935, -2.2527, 4.1196], [5.9883, -3.4453, 2.3529], [3.3420, -3.2857, 4.2131], [-6.4269, 1.8595, -3.6070], [-7.3394, 3.0097, -4.0275], [-7.3273, 4.0212, -2.9966], [-5.0527, 2.2497, -3.6891], [-6.6188, 0.8640, -4.0074], [-6.6488, 1.6325, -2.5643], [-8.3966, 2.8455, -4.2358], [-6.9158, 3.4642, -4.9232], [-7.7215, 4.8109, -3.3741], [-4.4829, 1.5573, -3.3463], [-2.1792, -3.3493, -6.7283], [-2.1552, -4.1229, -8.0516], [-2.9180, -5.2945, -7.8290], [-1.5828, -3.9992, -5.6839], [-3.2279, -3.2038, -6.4692], [-1.6418, -2.4126, -6.8761], [-1.1638, -4.4448, -8.3702], [-2.6339, -3.6030, -8.8814], [-2.4751, -5.8102, -7.1512], [-1.3736, -3.3707, -4.9891]],
  "mol_weight_g_mol": 761.0,
  "smiles": "COC[C@H](C)N.COC[C@H](C)N.COC[C@H](C)N.COC[C@H](C)N.OCCO.OCCO.OCCO.OCCO.OCCO.OCCO.CO"
}

For reference, energy relative to the best compared isomer or geometry (same formula, charge and spin) by record: 0.3589 2.1666 5.1878 eV.